(1)
66
Properties=species:S:1:pos:R:3 method="wB97M-V/def2-TZVPD" de_lowest_kj_mol=2381.02 smiles="CCN(CC)CCCNC(=S)N(Cc1ccco1)Cc1cc2cc3c(cc2[nH]c1=O)OCCO3" orbital_gap_ev=7.1 max_force_ev_per_a=17.05 molar_mass_g_mol=484.62 e_homo_ev=-7.16
C -4.731 1.971 -0.248
H -3.793 2.049 0.353
H -5.336 2.851 -0.133
H -4.365 2.095 -1.373
C -5.444 0.440 -0.327
N -4.642 -0.593 -0.435
C -5.007 -1.857 0.414
C -3.735 -2.312 0.862
H -4.117 -3.172 1.456
C -3.016 -1.389 1.930
N -2.440 -0.135 1.175
C -1.659 0.669 1.602
N -1.041 1.370 0.780
C -1.029 1.500 -0.517
C -0.041 0.398 -1.144
C 0.119 -0.923 -0.555
C 1.384 -1.456 -1.336
C 1.707 -0.261 -2.022
O 1.023 0.936 -1.947
H 2.532 -0.003 -2.660
H 1.768 -2.261 -1.454
H -0.507 -1.391 0.151
H -0.790 2.499 -0.921
H -2.109 1.193 -0.744
C -0.100 2.680 1.167
C 1.383 2.191 0.965
C 1.973 0.907 1.453
C 3.280 0.878 0.922
C 3.843 -0.462 1.495
C 5.183 -0.802 0.921
C 5.751 0.179 -0.172
C 5.036 1.164 -0.700
C 3.851 1.558 -0.031
N 3.112 2.489 -0.513
C 1.847 2.936 -0.070
O 1.379 4.174 -0.542
H 3.574 3.190 -1.395
H 5.533 1.822 -1.062
O 6.957 -0.151 -0.629
C 7.593 -1.026 0.182
C 6.894 -2.414 0.607
H 7.225 -3.024 1.242
O 5.663 -1.955 1.313
H 6.358 -2.917 -0.449
H 8.433 -1.399 -0.624
H 8.255 -0.765 0.996
H 3.572 -1.172 2.179
H 1.642 0.335 2.262
H -0.151 2.591 2.395
H -0.488 3.567 1.074
S -1.144 0.533 3.273
H -2.873 -0.092 0.247
H -3.615 -0.828 2.505
H -2.250 -1.926 2.672
H -2.848 -2.743 0.387
H -5.294 -2.388 -0.221
H -5.711 -1.571 0.924
C -4.563 -0.712 -1.870
C -3.280 -1.511 -2.294
H -3.313 -2.643 -1.691
H -2.316 -1.305 -1.978
H -3.163 -1.625 -3.307
H -5.368 -1.144 -2.390
H -4.498 0.228 -2.288
H -5.758 0.417 0.905
H -6.336 0.515 -0.765



(2)
67
Properties=species:S:1:pos:R:3 method="wB97M-V/def2-TZVPD" spin_multiplicity=2 charge=-1 orbital_gap_ev=6.9 max_force_ev_per_a=3.49 molar_mass_g_mol=610.53 e_homo_ev=-4.25
Ag 9.743 10.318 10.124
C 14.268 9.170 12.761
C 13.134 10.045 12.278
O 12.433 10.583 13.365
P 11.043 11.441 13.099
S 9.554 10.212 12.603
S 11.446 12.974 11.937
O 10.717 11.905 14.572
C 10.837 13.264 14.979
C 9.765 14.115 14.412
H 14.891 8.926 11.899
H 13.980 8.290 13.291
H 14.958 9.794 13.382
H 12.462 9.428 11.645
H 13.502 10.809 11.637
H 11.698 13.679 14.498
H 10.947 13.306 16.123
H 9.793 13.956 13.322
H 10.021 15.187 14.594
H 8.765 13.838 14.711
C 11.303 10.740 6.128
C 10.464 10.040 5.340
C 9.378 9.256 5.840
C 9.210 9.219 7.257
C 10.112 9.927 8.059
C 11.119 10.719 7.460
C 8.198 8.361 7.868
C 7.852 7.152 7.269
C 6.886 6.345 7.838
C 6.233 6.714 9.013
C 5.248 5.924 9.753
C 4.665 6.466 10.877
C 5.165 7.734 11.392
C 6.038 8.465 10.691
C 6.631 7.935 9.519
N 7.627 8.754 8.942
H 11.921 11.468 5.624
H 10.667 9.991 4.296
H 8.752 8.844 5.076
H 11.738 11.349 8.100
H 8.363 6.823 6.353
H 6.607 5.447 7.381
H 5.000 4.868 9.368
H 4.056 5.919 11.519
H 4.718 8.028 12.333
H 6.165 9.497 11.108
C 6.908 13.540 6.903
C 7.472 12.240 7.652
N 8.362 12.713 8.711
C 7.601 13.527 9.691
C 7.160 14.811 8.941
N 7.543 14.705 7.492
C 9.005 14.610 7.343
C 9.535 13.460 8.218
H 5.879 13.582 7.039
H 7.057 13.435 5.881
H 8.061 11.625 7.048
H 6.649 11.567 7.968
H 8.297 13.628 10.467
H 6.705 13.006 9.994
H 7.694 15.709 9.254
H 6.101 15.008 8.904
H 5.993 16.768 15.548
H 9.478 15.540 7.667
H 9.290 14.382 6.244
H 10.046 13.859 9.123
H 10.176 12.776 7.685



(3)
76
Properties=species:S:1:pos:R:3 method="wB97M-V/def2-TZVPD" spin_multiplicity=5 de_lowest_kj_mol=0.00 charge=+1 orbital_gap_ev="6.8 / 5.8" max_force_ev_per_a=0.40 molar_mass_g_mol=776.33 e_homo_ev="-11.32 / -11.77"
Co -0.545 -0.679 -0.133
O -1.164 2.002 2.924
C -0.766 1.273 2.040
O -1.476 0.735 1.089
C 0.728 0.958 1.934
C 1.744 1.518 2.688
C 3.056 1.219 2.327
C 3.325 0.419 1.220
C 2.250 -0.107 0.524
N 1.014 0.143 0.928
C 2.294 -0.881 -0.798
O 3.370 -1.090 -1.323
O 1.122 -1.201 -1.238
H 1.506 2.176 3.512
H 3.875 1.640 2.895
H 4.333 0.217 0.885
N -0.599 -2.192 1.495
C -1.499 -3.356 1.722
C -2.299 -3.716 0.489
C -3.242 -2.593 0.037
C -3.051 -2.183 -1.408
N -1.664 -1.708 -1.629
H 0.366 -2.507 1.505
H -0.680 -1.554 2.280
H -2.181 -3.109 2.537
H -0.911 -4.213 2.052
H -2.866 -4.622 0.710
H -1.605 -3.998 -0.310
H -3.095 -1.702 0.660
H -4.280 -2.894 0.182
H -3.717 -1.357 -1.646
H -3.284 -3.011 -2.082
H -1.621 -1.196 -2.507
H -1.030 -2.492 -1.765
C 1.930 -0.215 -4.336
O 1.164 0.953 -3.934
C -0.139 0.913 -4.175
O -0.734 0.028 -4.729
C -0.818 2.041 -3.439
C -1.606 2.954 -3.984
As -2.816 4.299 -3.184
C -4.465 3.272 -3.061
C -1.887 4.203 -1.334
C -1.955 2.925 -1.003
As -0.479 1.689 -1.536
C 1.138 2.749 -1.263
C -3.169 2.119 -0.625
O -3.410 1.074 -1.171
O -3.833 2.692 0.345
C -4.814 1.853 1.002
C -0.748 5.162 -1.334
O -0.360 5.701 -2.338
O -0.294 5.352 -0.110
C 0.771 6.326 0.010
C -1.907 3.165 -5.421
O -2.844 3.915 -5.664
O -1.143 2.588 -6.306
C -1.484 2.822 -7.695
H 2.922 -0.064 -3.927
H 1.942 -0.280 -5.421
H 1.483 -1.103 -3.899
H -5.042 3.594 -3.927
H -4.998 3.553 -2.153
H -4.299 2.200 -3.106
H 1.196 3.624 -1.904
H 1.958 2.073 -1.505
H 1.202 3.023 -0.210
H -5.227 2.466 1.794
H -4.300 0.984 1.408
H -5.581 1.553 0.292
H 0.956 6.413 1.074
H 0.449 7.274 -0.413
H 1.654 5.967 -0.515
H -0.720 2.305 -8.265
H -1.476 3.889 -7.901
H -2.468 2.407 -7.897



(4)
67
Properties=species:S:1:pos:R:3 method="wB97M-V/def2-TZVPD" spin_multiplicity=2 charge=-2 orbital_gap_ev="4.0 / 4.2" max_force_ev_per_a=0.78 molar_mass_g_mol=657.20 e_homo_ev="0.61 / 0.39"
Co 0.423 0.737 0.524
Cl 4.444 -4.338 2.532
C 3.069 -3.280 2.346
C 1.997 -3.370 3.207
Cl 2.000 -4.545 4.497
C 0.896 -2.501 3.047
Cl -0.475 -2.598 4.119
C 0.849 -1.538 2.037
O -0.137 -0.731 1.830
C 1.990 -1.429 1.146
O 1.929 -0.522 0.229
C 3.054 -2.311 1.317
Cl 4.395 -2.178 0.206
C 0.109 0.271 -5.537
C 0.699 1.025 -4.349
As 0.180 0.437 -2.515
C -1.767 0.376 -2.824
C -2.341 1.771 -3.065
C 0.495 -1.490 -2.754
C 1.986 -1.817 -2.796
H 0.444 0.698 -6.489
H -0.984 0.305 -5.529
H 0.406 -0.781 -5.528
H 0.438 2.085 -4.401
H 1.790 0.985 -4.373
H -2.182 -0.045 -1.904
H -2.010 -0.306 -3.642
H -2.053 2.441 -2.251
H -3.433 1.756 -3.122
H -1.966 2.201 -3.999
H -0.030 -1.853 -3.641
H 0.036 -1.965 -1.882
H 2.480 -1.319 -3.638
H 2.156 -2.892 -2.900
H 2.468 -1.482 -1.875
C -3.465 2.302 0.472
C -2.151 1.958 1.134
O -1.274 1.473 0.382
C -1.983 2.239 2.548
C -0.859 1.813 3.286
C -0.734 2.114 4.632
C -1.714 2.835 5.306
C -2.836 3.256 4.595
C -2.970 2.964 3.249
H -3.430 1.962 -0.561
H -3.671 3.381 0.478
H -4.302 1.808 0.978
H -0.100 1.228 2.790
H 0.135 1.755 5.170
H -1.614 3.057 6.362
H -3.619 3.815 5.097
H -3.854 3.314 2.729
C 3.470 1.894 -0.705
C 2.534 2.969 -0.147
C 3.331 3.829 0.857
C 2.083 3.882 -1.300
C 1.310 2.398 0.548
H 4.414 2.346 -1.043
H 3.008 1.378 -1.550
H 3.678 1.133 0.047
H 4.205 4.299 0.380
H 3.680 3.204 1.684
H 2.694 4.617 1.273
H 2.948 4.312 -1.829
H 1.463 4.701 -0.923
H 1.489 3.308 -2.015
H 0.693 3.250 0.893



(5)
69
Properties=species:S:1:pos:R:3 method="wB97M-V/def2-TZVPD" de_lowest_kj_mol=129.48 charge=+1 orbital_gap_ev="6.0 / 6.0" max_force_ev_per_a=0.60 molar_mass_g_mol=865.20 e_homo_ev="-11.37 / -11.37"
W -1.312 -1.791 0.523
O -0.565 -0.035 6.438
C -0.795 -0.400 5.181
C -1.792 0.169 4.383
C -1.932 -0.294 3.098
N -1.143 -1.252 2.618
C -0.187 -1.800 3.365
C 0.028 -1.410 4.657
C 0.580 -2.820 2.577
O 1.477 -3.481 2.994
O 0.116 -2.879 1.317
C -2.926 0.153 2.075
O -3.787 0.955 2.268
O -2.746 -0.511 0.923
H -1.169 0.661 6.729
H -2.448 0.952 4.744
H 0.807 -1.860 5.258
C -4.335 -2.769 2.307
Se -2.969 -3.543 1.155
C -5.290 -1.391 -1.401
C -5.061 -2.601 -1.888
Se -0.927 -3.056 -1.547
C -0.608 -4.871 -0.891
H -3.934 -2.011 2.974
H -4.739 -3.589 2.893
H -5.110 -2.343 1.675
H -5.039 -0.494 -1.954
H -5.751 -1.241 -0.432
H -4.612 -2.745 -2.863
H -5.327 -3.494 -1.337
H -0.007 -4.829 0.014
H -0.080 -5.396 -1.681
H -1.570 -5.342 -0.704
C 1.117 3.397 -4.911
C 2.034 3.187 -3.706
C 3.374 2.626 -4.205
C 2.265 4.544 -3.025
C 1.433 2.219 -2.691
C 0.175 1.660 -2.853
C -0.310 0.807 -1.882
Br -2.046 0.060 -2.033
C 0.426 0.475 -0.752
O -0.116 -0.409 0.117
C 1.705 1.027 -0.556
C 2.160 1.887 -1.540
C 2.542 0.678 0.677
C 3.845 1.482 0.717
C 1.767 1.014 1.961
C 2.917 -0.812 0.635
H 1.597 4.081 -5.613
H 0.163 3.841 -4.622
H 0.925 2.463 -5.442
H 3.798 3.296 -4.954
H 3.240 1.644 -4.662
H 4.102 2.530 -3.398
H 2.701 5.245 -3.738
H 2.947 4.463 -2.178
H 1.324 4.963 -2.664
H -0.436 1.884 -3.714
H 3.137 2.329 -1.418
H 3.659 2.556 0.758
H 4.482 1.264 -0.141
H 4.401 1.207 1.614
H 1.539 2.081 2.003
H 2.380 0.765 2.830
H 0.829 0.465 2.039
H 3.572 -1.012 -0.214
H 2.049 -1.462 0.544
H 3.455 -1.085 1.546



(6)
85
Properties=species:S:1:pos:R:3 method="wB97M-V/def2-TZVPD" spin_multiplicity=2 de_lowest_kj_mol=56.74 charge=-1 orbital_gap_ev="7.6 / 7.6" max_force_ev_per_a=1.51 molar_mass_g_mol=846.63 e_homo_ev="-5.39 / -5.37"
Co -0.117 -1.152 -0.499
O 1.372 -0.724 1.266
S 2.403 -0.540 2.304
C 2.660 1.275 2.484
C 1.737 2.095 1.577
C 1.001 3.219 2.300
C -0.066 2.850 3.323
S -1.598 2.085 2.715
O -1.243 0.825 2.008
C -1.986 3.280 1.441
C -1.814 2.897 0.121
C -2.153 3.791 -0.888
C -2.654 5.045 -0.569
C -2.831 5.413 0.762
C -2.506 4.524 1.775
C 1.606 -0.875 3.874
C 0.259 -1.192 3.869
C -0.368 -1.479 5.076
C 0.353 -1.453 6.262
C 1.711 -1.151 6.250
C 2.346 -0.869 5.050
H 3.709 1.392 2.211
H 2.548 1.517 3.542
H 1.039 1.424 1.073
H 2.333 2.544 0.784
H 0.550 3.870 1.547
H 1.741 3.830 2.829
H -0.412 3.746 3.848
H 0.292 2.133 4.071
H -1.435 1.905 -0.105
H -2.037 3.490 -1.924
H -2.924 5.738 -1.357
H -3.237 6.387 1.007
H -2.659 4.793 2.816
H -0.274 -1.214 2.928
H -1.419 -1.740 5.079
H -0.138 -1.683 7.200
H 2.277 -1.153 7.174
H 3.410 -0.649 5.028
C -3.135 -1.254 -3.700
C -1.665 -1.173 -4.071
O -1.543 -1.089 -5.496
P -0.825 0.326 -3.324
O -1.891 1.452 -3.094
O 0.060 0.929 -4.502
O 0.000 0.059 -2.115
P -0.675 -2.620 -3.508
O -1.526 -3.915 -3.994
O 0.545 -2.517 -4.371
O -0.651 -2.640 -2.012
H -3.650 -0.320 -3.925
H -3.261 -1.469 -2.639
H -3.581 -2.055 -4.289
H -0.759 -1.613 -5.724
H -2.359 1.176 -2.236
H 0.594 0.218 -4.891
H -2.093 -4.193 -3.262
N -2.746 -2.114 1.395
C -1.610 -2.889 1.380
N -1.478 -4.016 2.058
N -0.217 -4.418 1.786
N 0.363 -3.574 0.998
N -0.510 -2.584 0.722
C -2.976 -1.100 0.497
N -4.111 -0.415 0.464
N -3.909 0.515 -0.481
N -2.724 0.391 -0.977
N -2.099 -0.664 -0.393
H -3.539 -2.471 1.897
C 4.085 0.987 -3.175
N 3.533 -0.298 -2.778
C 3.742 -1.424 -3.513
C 3.265 -2.612 -3.121
C 2.452 -2.623 -1.937
N 2.138 -1.512 -1.294
C 2.744 -0.330 -1.618
O 2.640 0.699 -0.963
N 2.068 -3.799 -1.421
H 4.854 0.821 -3.928
H 4.515 1.482 -2.310
H 3.308 1.636 -3.580
H 4.317 -1.301 -4.422
H 3.413 -3.505 -3.708
H 1.991 -4.576 -2.054
H 1.432 -3.803 -0.621



(7)
67
Properties=species:S:1:pos:R:3 method="wB97M-V/def2-TZVPD" spin_multiplicity=2 de_lowest_kj_mol=333.62 charge=+2 orbital_gap_ev="5.2 / 3.6" max_force_ev_per_a=4.34 molar_mass_g_mol=659.86 e_homo_ev="-12.37 / -12.37"
Ir 0.049 1.207 0.003
C 2.777 0.455 1.094
N 2.417 1.134 -0.163
C 2.799 0.227 -1.257
C 2.483 0.610 -2.708
C 1.052 1.064 -3.068
N 0.000 0.558 -2.223
C -0.900 -0.198 -2.739
C -2.106 -0.638 -2.109
C -2.861 -1.663 -2.692
C -4.044 -2.096 -2.132
C -4.528 -1.489 -0.961
C -3.861 -0.443 -0.395
C -2.629 0.049 -0.938
O -2.069 1.060 -0.436
C 3.086 2.451 -0.186
C 2.474 3.566 -1.042
C 1.057 4.073 -0.653
N 0.464 3.353 0.443
C -0.085 3.971 1.424
C -0.635 3.376 2.606
C -1.264 4.208 3.537
C -1.809 3.715 4.708
C -1.740 2.344 4.992
C -1.100 1.495 4.131
C -0.506 1.962 2.912
O 0.142 1.144 2.194
H 3.857 0.284 1.155
H 2.270 -0.507 1.160
H 2.473 1.051 1.950
H 2.313 -0.731 -1.041
H 3.888 0.057 -1.224
H 2.706 -0.293 -3.283
H 3.177 1.378 -3.051
H 0.864 0.775 -4.111
H 0.989 2.156 -3.016
H -0.776 -0.542 -3.772
H -2.507 -2.116 -3.608
H -4.611 -2.886 -2.598
H -5.455 -1.837 -0.527
H -4.244 0.055 0.480
H 4.122 2.311 -0.526
H 3.129 2.810 0.843
H 2.488 3.276 -2.089
H 3.162 4.408 -0.946
H 0.395 3.963 -1.520
H 1.108 5.143 -0.418
H -0.143 5.063 1.403
H -1.320 5.265 3.327
H -2.297 4.383 5.399
H -2.186 1.961 5.898
H -1.016 0.441 4.347
S -0.675 -1.592 0.363
C -0.289 -3.254 0.208
N 0.192 -3.922 1.244
C 0.282 -5.373 1.281
C 0.505 -5.913 -0.125
C -0.514 -5.318 -1.088
N -0.547 -3.871 -0.940
H 0.332 -3.423 2.110
H -0.640 -5.779 1.713
H 1.113 -5.649 1.932
H 0.406 -6.996 -0.119
H 1.513 -5.670 -0.457
H -1.513 -5.724 -0.898
H -0.242 -5.549 -2.119
H -0.974 -3.332 -1.679